# 1
Entry from the OMol25 dataset: a 9-piece molecular cluster, C32H53F15N4O14 overall (wB97M-V/def2-TZVPD).

Gap between HOMO and LUMO in Ha: 0.344
ΔE to the lowest compared entry with this formula, charge and spin in kJ/mol: 400.85
Highest occupied orbital energy in eV: -9.45

Element x y z (Å)
C -5.8672 -2.5760 2.7699
C -5.0627 -2.2867 3.9900
O -5.0994 -3.3196 4.9421
C -4.2657 -4.3344 4.9448
O -3.3654 -4.6193 4.0587
C -4.4578 -5.2059 6.1398
F -3.7610 -6.3186 6.0982
F -4.0534 -4.5142 7.2216
F -5.7875 -5.2716 6.3201
H -6.8644 -2.9299 3.0318
H -5.3753 -3.3626 2.1978
H -5.9093 -1.7134 2.1049
H -5.4767 -1.4782 4.5924
H -4.0666 -1.9373 3.7185
C -2.6924 4.7742 -1.6099
C -1.4664 5.6606 -1.3502
O -1.5252 6.9120 -2.0373
C -1.0544 7.0596 -3.2747
O -0.5951 6.1965 -3.9931
C -1.0402 8.5356 -3.8077
F 0.2726 8.8516 -4.1417
F -1.7924 8.4934 -4.8814
F -1.5548 9.4066 -2.9736
H -2.6534 4.0703 -0.7785
H -2.4838 4.2865 -2.5621
H -3.5849 5.3994 -1.5834
H -0.6185 4.9825 -1.4475
H -1.5214 6.0964 -0.3526
C -4.0484 -7.4077 -0.9819
C -4.9375 -8.2608 -1.9155
O -4.9062 -7.5743 -3.1625
C -5.4025 -8.0997 -4.2677
O -6.0828 -9.1440 -4.2992
C -4.9666 -7.3657 -5.6245
F -5.7812 -7.8765 -6.5643
F -5.1055 -5.9816 -5.5809
F -3.7244 -7.6151 -5.8677
H -4.4151 -7.3344 0.0419
H -4.0922 -6.3533 -1.2545
H -3.0275 -7.7184 -0.7600
H -5.9691 -8.4669 -1.6301
H -4.4808 -9.2321 -2.1055
C 6.6030 -0.0310 6.5584
C 6.7989 1.0037 5.4859
O 7.2825 0.5727 4.2391
C 8.5340 -0.0408 4.1594
O 9.3788 -0.1153 5.0587
C 8.9734 -0.4303 2.7317
F 9.1484 -1.7449 2.6159
F 7.9627 -0.1831 1.9545
F 10.0015 0.3328 2.3569
H 6.3202 0.4001 7.5188
H 7.3793 -0.6598 6.9943
H 5.7853 -0.6863 6.2581
H 7.5536 1.7390 5.7647
H 5.8204 1.4703 5.3719
C 3.3830 -4.4625 -7.1767
C 2.9644 -3.4205 -6.0579
O 3.2084 -2.0765 -6.3840
C 4.3706 -1.4818 -6.0824
O 5.3480 -2.0577 -5.6254
C 4.4795 -0.0448 -6.5102
F 3.3303 0.2574 -7.2305
F 4.5952 0.6728 -5.2924
F 5.4997 0.1006 -7.3032
H 2.9000 -4.0898 -8.0800
H 3.0835 -5.4858 -6.9505
H 4.4698 -4.3806 -7.1607
H 3.4583 -3.5565 -5.0958
H 1.8994 -3.5403 -5.8594
C 2.3917 6.1628 4.1167
N 3.2379 7.2909 3.9166
C 4.5535 7.2755 3.6381
C 5.3546 8.5510 3.6998
O 5.1689 6.2453 3.5671
H 2.9229 5.2437 4.3639
H 1.8311 5.9940 3.1972
H 1.6119 6.2702 4.8705
H 2.9343 8.2430 4.0635
H 5.3771 9.0700 2.7416
H 6.3051 8.2521 4.1419
H 4.9310 9.1494 4.5064
C -0.4285 -0.4046 6.4932
N -1.2812 0.7667 6.7643
C -1.7607 1.5517 5.8102
C -2.6748 2.5508 6.3174
O -1.5262 1.3912 4.6546
H -1.0162 -1.3216 6.5356
H 0.4790 -0.4799 7.0924
H -0.0292 -0.3111 5.4833
H -1.6320 0.9734 7.6886
H -3.4956 2.0992 6.8746
H -3.1305 3.1451 5.5254
H -1.9227 3.0770 6.9052
C -1.9026 0.7184 -6.1974
N -2.8474 -0.1133 -6.8365
C -4.0336 0.3086 -7.2833
C -4.8590 -0.6214 -8.1641
O -4.5086 1.4337 -7.0714
H -1.8986 0.5677 -5.1179
H -2.0199 1.7986 -6.2833
H -0.9117 0.3908 -6.5120
H -2.3906 -0.9052 -7.2657
H -5.9403 -0.6064 -8.0277
H -4.5474 -1.6610 -8.0628
H -4.5673 -0.4086 -9.1925
C 2.4042 0.6541 1.0533
N 1.0642 0.2419 0.6933
C 0.6627 -0.4786 -0.3565
C -0.7453 -0.9729 -0.3415
O 1.4767 -0.9443 -1.1121
H 2.6412 1.1551 1.9919
H 2.7239 1.1878 0.1583
H 3.0553 -0.2141 1.1559
H 0.3099 0.5173 1.3058
H -1.1149 -0.9435 0.6835
H -0.7636 -1.9750 -0.7698
H -1.3585 -0.4035 -1.0399


# 2
Entry from the OMol25 dataset: C20H14N5O4Y as an isolated structure (wB97M-V/def2-TZVPD).

Gap between HOMO and LUMO in Ha: 0.282
Net charge: +2
ΔE to the lowest compared entry with this formula, charge and spin in kJ/mol: 13.03
Highest occupied orbital energy in eV: -15.11

Element x y z (Å)
Y -0.0369 -0.0385 0.0424
C 0.9520 2.9926 -3.2733
C 0.9816 4.2201 -2.6378
C 0.6430 4.2976 -1.2922
C 0.2802 3.1440 -0.6215
N 0.2577 1.9471 -1.2397
C 0.5904 1.8797 -2.5376
C -0.1163 3.1376 0.8107
C -0.1988 4.2904 1.5780
C -0.6194 4.1885 2.8908
C -0.9705 2.9511 3.4085
C -0.8665 1.8355 2.5951
N -0.4213 1.9348 1.3297
C -1.2602 0.4705 3.0509
C -1.6998 0.2143 4.3388
C -2.0944 -1.0728 4.6831
C -2.0313 -2.0813 3.7362
C -1.5615 -1.7600 2.4764
N -1.1866 -0.5215 2.1297
H 1.2110 2.8866 -4.3167
H 1.2680 5.1134 -3.1763
H 0.6679 5.2521 -0.7901
H 0.5905 0.8963 -2.9897
H 0.0508 5.2549 1.1648
H -0.6903 5.0735 3.5088
H -1.3282 2.8781 4.4233
H -1.7474 0.9974 5.0796
H -2.4483 -1.2769 5.6849
H -2.3331 -3.0937 3.9626
H -1.4816 -2.5279 1.7139
O 5.1512 -3.2433 -0.6034
C 4.9140 -3.0450 0.6804
O 5.6124 -3.4638 1.5574
C 3.6975 -2.2428 1.0570
C 3.3830 -1.9855 2.3846
N 2.2564 -1.2667 2.4019
N 1.7974 -1.0218 1.1600
C 2.6826 -1.6206 0.3367
C 2.3907 -1.5142 -1.1380
O 3.1266 -1.9637 -1.9746
O 1.2617 -0.8669 -1.3610
H 4.4918 -2.8242 -1.1934
H 3.9053 -2.2849 3.2793
H 1.7765 -0.9125 3.2133


# 3
Entry from the OMol25 dataset: the molecule C2H3NOS (wB97M-V/def2-TZVPD).

Gap between HOMO and LUMO (alpha / beta) in Ha: 0.285 / 0.284
ΔE to the lowest compared entry with this formula, charge and spin in kJ/mol: 343.00
Highest occupied orbital energy (alpha / beta) in eV: -8.82 / -8.82

Element x y z (Å)
C -2.2830 0.2246 -1.0100
C 1.1903 0.0622 0.6991
N 0.3100 -0.9497 0.3279
O -2.9557 0.5499 -1.8863
S -0.7451 -0.6749 -0.8506
H 1.3189 1.0424 0.1834
H 0.9763 0.2918 1.7503
H 2.1884 -0.5464 0.7862


# 4
Entry from the OMol25 dataset: the molecule C3H4N2O2 (wB97M-V/def2-TZVPD).

Gap between HOMO and LUMO in Ha: 0.409
ΔE to the lowest compared entry with this formula, charge and spin in kJ/mol: 388.98
Highest occupied orbital energy in eV: -10.46

Element x y z (Å)
C 0.3077 1.0853 1.2701
N 0.4704 0.1057 0.2191
C 0.7212 0.2448 -1.0704
O 1.4991 0.4247 -1.9486
N -0.6613 -0.1392 -0.7554
C -0.9065 -1.5614 -0.8293
O -0.1595 -2.4048 -0.4224
H -0.4198 1.8641 1.0175
H -0.0098 0.5505 2.1661
H 1.2925 1.5258 1.4412
H -1.8757 -1.7802 -1.3053


# 5
Entry from the OMol25 dataset: C6H7F6N2O8PtS2 as an isolated structure (wB97M-V/def2-TZVPD).

Gap between HOMO and LUMO in Ha: 0.322
Net charge: -1
ΔE to the lowest compared entry with this formula, charge and spin in kJ/mol: 3.07
Highest occupied orbital energy in eV: -6.26

Element x y z (Å)
Pt 0.4538 0.6121 0.8131
F -3.4332 2.0313 -1.6987
C -3.4497 0.7077 -1.5488
F -4.3218 0.3976 -0.5942
F -3.8505 0.1527 -2.6935
S -1.7550 0.1116 -1.1528
O -1.5290 0.8153 0.1314
O -0.9154 0.4778 -2.2431
N -2.0595 -1.3912 -0.9150
S -1.1327 -2.5987 -1.3510
O -1.4734 -3.7461 -0.5695
O 0.2377 -2.2505 -1.5699
C -1.7819 -3.0173 -3.0290
F -1.5703 -2.0305 -3.8976
F -1.1669 -4.1170 -3.4811
F -3.0953 -3.2632 -2.9861
N 2.3510 0.4015 1.4677
C 3.1745 1.6235 1.5976
C 2.3150 2.8567 1.8254
C 1.6013 3.2701 0.5341
O 1.8169 4.3686 0.0534
O 0.8265 2.3859 -0.0179
H 2.2072 -0.1095 2.3571
H 2.8004 -0.2661 0.8472
H 3.7581 1.7477 0.6850
H 3.8732 1.4815 2.4252
H 2.9408 3.6901 2.1396
H 1.5825 2.6513 2.6102
O -0.0865 -1.1885 1.5544
C 0.4169 -1.7501 2.5826
O 1.3698 -1.3706 3.2742
H -0.1044 -2.6835 2.8500


# 6
Entry from the OMol25 dataset: a 3-piece molecular cluster, C35H28N3O7S overall (wB97M-V/def2-TZVPD).

Gap between HOMO and LUMO in Ha: 0.205
Net charge: -1
Highest occupied orbital energy in eV: -4.83

Element x y z (Å)
C -1.5603 -1.2293 5.6947
C -0.9050 -1.0538 4.2541
C -0.2684 0.3961 4.2102
O -1.2580 1.2723 3.6724
C -0.7878 2.2026 2.7252
C -0.1153 3.4872 3.3324
N 0.9431 3.2294 4.3289
N -0.0058 1.5860 1.6109
N 1.3300 2.0867 1.5437
C 2.1731 1.2043 1.4256
S 3.2546 0.0349 1.6857
C -2.1168 2.7515 1.9852
O -2.1489 3.9381 1.5843
O -3.1007 1.9283 1.8639
H -0.8010 -1.6930 6.3831
H -1.8523 -0.2300 6.1130
H -2.4756 -1.8673 5.6832
H -0.1879 -1.8662 4.0037
H -1.7754 -1.0113 3.5454
H -0.1148 0.6987 5.2869
H 0.7407 0.4362 3.7405
H -0.9375 4.0259 3.8773
H 0.1976 4.2010 2.5214
H 1.1750 4.0900 4.8206
H 1.7678 2.7831 3.9350
H -0.4833 1.7190 0.7210
C -1.8444 5.4776 -1.7981
C -1.8676 4.1660 -1.3321
C -0.9332 3.2501 -1.7942
C 0.0198 3.6368 -2.7310
C 0.0275 4.9480 -3.2164
C -0.9011 5.8686 -2.7378
C 1.0041 5.3644 -4.2494
O 1.0173 6.5067 -4.6728
C 1.9672 4.3584 -4.7700
C 2.8547 4.7166 -5.7810
C 3.7663 3.7900 -6.2650
C 3.8017 2.5032 -5.7346
C 2.9158 2.1405 -4.7312
C 1.9904 3.0636 -4.2528
C 1.0231 2.6524 -3.2016
O 1.0539 1.5262 -2.7428
H -2.5682 6.1945 -1.4292
H -2.6112 3.8593 -0.6052
H -0.9508 2.2315 -1.4257
H -0.8907 6.8893 -3.1009
H 2.8324 5.7180 -6.1940
H 4.4530 4.0698 -7.0557
H 4.5192 1.7817 -6.1084
H 2.9426 1.1370 -4.3234
C -2.6892 -3.3620 -2.3841
C -2.4935 -2.4368 -1.3616
C -1.7208 -2.7717 -0.2599
C -1.1500 -4.0384 -0.1708
C -1.3655 -4.9744 -1.1845
C -2.1278 -4.6278 -2.2964
C -0.8030 -6.3436 -1.0792
O -0.9855 -7.1608 -1.9628
C -0.0182 -6.7032 0.1308
C 0.4692 -7.9995 0.2730
C 1.2137 -8.3419 1.3920
C 1.4827 -7.3882 2.3703
C 0.9948 -6.0971 2.2356
C 0.2357 -5.7536 1.1210
C -0.3113 -4.3773 1.0040
O -0.0835 -3.5431 1.8546
H -3.2859 -3.0954 -3.2486
H -2.9426 -1.4527 -1.4256
H -1.5662 -2.0470 0.5316
H -2.2870 -5.3461 -3.0916
H 0.2649 -8.7437 -0.4874
H 1.5879 -9.3531 1.5030
H 2.0706 -7.6550 3.2409
H 1.2018 -5.3584 3.0007


# 7
Entry from the OMol25 dataset: C15H11F6IrN2OS5SbSe2 as an isolated structure (wB97M-V/def2-TZVPD).

⟨S²⟩: 0.76
Gap between HOMO and LUMO (alpha / beta) in Ha: 0.153 / 0.153
Net charge: -2
ΔE to the lowest compared entry with this formula, charge and spin in kJ/mol: 524.16
Highest occupied orbital energy (alpha / beta) in eV: -1.28 / -1.28
Spin multiplicity: 2

Element x y z (Å)
Ir 0.2030 0.3306 0.2494
Se -0.9846 0.5874 3.5877
Se 0.6986 2.9662 2.5300
C -0.7319 3.1924 1.3468
C -1.3590 4.4322 1.2385
C -2.5048 4.5472 0.4834
C -3.0021 3.4127 -0.1463
C -2.2970 2.2332 -0.0195
N -1.1723 2.1164 0.6859
C 0.5687 -0.4264 3.4068
C 0.9431 -1.3098 4.4249
C 2.1571 -1.9488 4.3462
C 2.9750 -1.6871 3.2511
C 2.5027 -0.8490 2.2592
N 1.3230 -0.2466 2.3208
H -0.9343 5.2692 1.7736
H -3.0127 5.4977 0.3943
H -3.9009 3.4320 -0.7438
H -2.6620 1.3328 -0.4944
H 0.2696 -1.4553 5.2552
H 2.4803 -2.6191 5.1316
H 3.9557 -2.1308 3.1678
H 3.0954 -0.6435 1.3770
S -4.5775 1.6215 -2.8888
Sb -2.4391 1.7382 -3.8150
S -0.8992 0.2553 -2.0967
S 0.4712 -0.2307 -3.3881
S -1.9265 3.9619 -3.3356
S 3.2433 1.1946 -0.5713
C 1.7054 1.4088 -0.3563
C 1.4548 -3.9175 0.7735
C 0.5434 -2.9087 0.0303
O 1.0947 -1.7226 -0.1546
C -0.7961 -2.8278 0.8290
F -0.5962 -2.8644 2.1595
F -1.6466 -3.8464 0.5826
F -1.4680 -1.6980 0.5808
C 0.1865 -3.5691 -1.3403
F -0.8730 -3.0295 -1.9478
F 1.2157 -3.5058 -2.1885
F -0.0935 -4.8992 -1.2407
H 1.7788 -3.4658 1.7074
H 2.3285 -4.1052 0.1548
H 0.9250 -4.8474 0.9738


# 8
Entry from the OMol25 dataset: C21H31O4Yb as an isolated structure (wB97M-V/def2-TZVPD).

⟨S²⟩: 0.75
Gap between HOMO and LUMO (alpha / beta) in Ha: 0.236 / 0.237
ΔE to the lowest compared entry with this formula, charge and spin in kJ/mol: 0.00
Highest occupied orbital energy (alpha / beta) in eV: -7.14 / -7.14
Spin multiplicity: 2

Element x y z (Å)
O -0.1837 -0.0306 -0.1273
C 0.8515 -0.5340 -1.0853
C 0.3382 0.3465 -2.2148
H 0.6909 -1.6056 -1.2507
H 1.8583 -0.2915 -0.7220
C -0.8020 0.7479 -1.2428
H 0.0430 -0.2128 -3.1127
H 1.0161 1.1773 -2.4522
C -2.1463 0.1445 -1.6020
H -2.0758 -0.9493 -1.6511
H -2.4856 0.5200 -2.5776
H -2.8970 0.4212 -0.8525
C -0.8844 2.2173 -0.8786
H 0.1142 2.6442 -0.7324
H -1.4664 2.3526 0.0438
H -1.3886 2.7764 -1.6779
Yb 0.0074 -0.1987 2.1189
C 1.0180 1.6878 3.6337
C 2.0225 0.6801 3.5563
C 2.5258 0.6610 2.2201
H 2.3502 0.0715 4.3890
C 1.8346 1.6713 1.4876
C 0.8958 2.2960 2.3559
H 0.2599 3.1452 2.1023
H 0.4681 1.9519 4.5318
H 3.3473 0.0555 1.8367
H 2.0907 2.0107 0.4905
C -1.7421 -0.6016 3.9708
C -2.1438 0.6018 3.3367
C -2.5609 0.2728 2.0177
H -2.1807 1.5864 3.8006
C -2.4182 -1.1395 1.8469
C -1.9132 -1.6852 3.0613
H -1.7569 -2.7378 3.2844
H -1.3563 -0.6744 4.9833
H -3.0095 0.9549 1.3025
H -2.7336 -1.7013 0.9764
O 0.6531 -1.6308 -5.1851
C 0.1548 -0.5783 -6.0470
C 0.3482 -0.9787 -7.5131
H 0.7283 0.3448 -5.8434
H -0.8944 -0.3748 -5.7833
C 1.5376 -1.9623 -7.4272
H 0.5337 -0.1204 -8.1644
H -0.5335 -1.5212 -7.8687
C 1.3262 -2.5932 -6.0439
H 2.4705 -1.3841 -7.4373
H 1.5595 -2.6907 -8.2444
H 2.2649 -2.9109 -5.5687
H 0.6941 -3.4926 -6.1654
C 0.8006 0.0833 8.0051
C 0.0762 0.3295 6.7203
O -0.5531 1.4021 6.5531
O 0.1975 -0.6201 5.8547
H 0.4508 0.7002 8.8303
H 1.8548 0.3282 7.8519
H 0.7428 -0.9625 8.3095


Copy entry 3 word for word.
Entry from the OMol25 dataset: the molecule C2H3NOS (wB97M-V/def2-TZVPD).

Gap between HOMO and LUMO (alpha / beta) in Ha: 0.285 / 0.284
ΔE to the lowest compared entry with this formula, charge and spin in kJ/mol: 343.00
Highest occupied orbital energy (alpha / beta) in eV: -8.82 / -8.82

Element x y z (Å)
C -2.2830 0.2246 -1.0100
C 1.1903 0.0622 0.6991
N 0.3100 -0.9497 0.3279
O -2.9557 0.5499 -1.8863
S -0.7451 -0.6749 -0.8506
H 1.3189 1.0424 0.1834
H 0.9763 0.2918 1.7503
H 2.1884 -0.5464 0.7862